{"formula": "C28H41FeN2O2P2S", "method": "ωB97M-V with the def2-TZVPD basis set", "species": ["Fe", "C", "C", "C", "C", "C", "C", "C", "C", "C", "C", "H", "H", "H", "H", "H", "H", "H", "H", "H", "H", "H", "H", "H", "H", "C", "P", "C", "C", "C", "P", "C", "C", "H", "H", "H", "H", "H", "H", "H", "H", "H", "H", "H", "H", "H", "H", "H", "H", "C", "C", "C", "C", "C", "C", "C", "S", "O", "O", "N", "C", "C", "C", "C", "C", "N", "H", "H", "H", "H", "H", "H", "H", "H", "H", "H", "H"], "xyz": [[-0.564, 0.102, 0.233], [-4.423, -1.884, 2.205], [-3.835, -1.687, 0.805], [-4.512, -2.664, -0.160], [-2.316, -1.824, 0.804], [-1.530, -1.403, 1.893], [-0.147, -1.635, 1.932], [0.501, -2.345, 0.911], [1.962, -2.668, 0.973], [-0.275, -2.732, -0.181], [-1.637, -2.458, -0.243], [-5.508, -1.792, 2.166], [-4.066, -1.159, 2.934], [-4.187, -2.883, 2.577], [-4.073, -0.668, 0.470], [-4.245, -3.695, 0.082], [-4.262, -2.488, -1.206], [-5.593, -2.572, -0.069], [-1.994, -0.936, 2.749], [0.414, -1.312, 2.802], [2.559, -1.796, 0.702], [2.210, -3.471, 0.281], [2.251, -2.975, 1.978], [0.189, -3.264, -1.000], [-2.185, -2.794, -1.112], [-0.966, 2.895, 2.771], [-1.864, 1.931, 1.530], [-3.456, 1.611, 2.348], [-2.291, 3.076, 0.173], [-3.038, 2.311, -0.926], [-1.946, 1.035, -1.649], [-3.001, -0.089, -2.589], [-0.967, 1.942, -2.868], [-1.627, 3.663, 3.175], [-0.085, 3.355, 2.332], [-0.652, 2.240, 3.584], [-3.927, 2.566, 2.589], [-3.283, 1.076, 3.282], [-4.138, 1.027, 1.734], [-1.360, 3.506, -0.208], [-2.894, 3.897, 0.564], [-3.367, 2.985, -1.719], [-3.933, 1.825, -0.530], [-3.533, 0.457, -3.370], [-3.727, -0.562, -1.932], [-2.371, -0.850, -3.047], [-1.648, 2.464, -3.544], [-0.356, 1.245, -3.435], [-0.309, 2.659, -2.380], [7.228, 0.720, 2.117], [5.872, 0.899, 1.501], [4.725, 0.488, 2.190], [3.469, 0.665, 1.647], [3.354, 1.258, 0.391], [4.472, 1.695, -0.306], [5.723, 1.505, 0.255], [1.781, 1.485, -0.314], [1.864, 2.473, -1.342], [0.823, 1.726, 0.798], [1.126, 0.090, -0.806], [1.414, -0.522, -2.044], [2.695, -0.600, -2.575], [2.859, -1.239, -3.792], [1.757, -1.791, -4.427], [0.527, -1.673, -3.811], [0.345, -1.044, -2.644], [7.333, -0.273, 2.552], [7.373, 1.445, 2.921], [8.022, 0.867, 1.388], [4.827, 0.038, 3.170], [2.585, 0.379, 2.202], [4.358, 2.186, -1.264], [6.600, 1.846, -0.280], [3.542, -0.181, -2.050], [3.843, -1.312, -4.238], [1.848, -2.301, -5.376], [-0.361, -2.092, -4.273]], "gap_ev": [8.849, 6.740], "spin_multiplicity": 6, "total_energy_ha": -3695.66240, "charge": 2, "s2": 8.77, "de_lowest_kj_mol": 0.0, "homo_energy_ev": [-14.06, -14.13], "e_lumo_ev": [-5.2, -7.4]}



{"formula": "C38H63CsGeN5O4P2S2Se", "method": "ωB97M-V with the def2-TZVPD basis set", "species": ["Cs", "N", "C", "C", "N", "H", "H", "H", "H", "H", "H", "H", "H", "O", "N", "C", "C", "C", "C", "C", "S", "H", "H", "H", "H", "C", "P", "C", "N", "C", "C", "C", "C", "C", "C", "N", "C", "P", "C", "C", "C", "C", "C", "C", "C", "C", "C", "H", "H", "H", "H", "H", "H", "H", "H", "H", "H", "H", "H", "H", "H", "H", "H", "H", "H", "H", "H", "H", "H", "H", "H", "H", "H", "H", "H", "C", "O", "H", "H", "H", "H", "O", "C", "O", "C", "C", "C", "C", "S", "C", "C", "H", "H", "H", "H", "H", "C", "Ge", "C", "C", "C", "Se", "C", "H", "H", "H", "H", "H", "H", "H", "H", "H", "H", "H", "H", "H", "H"], "xyz": [[0.768, 1.091, -1.319], [-0.962, -0.486, 1.140], [-0.603, -1.891, 1.339], [-1.016, -2.758, 0.158], [-0.598, -2.145, -1.097], [-0.941, 0.009, 2.027], [-1.920, -0.411, 0.808], [-1.038, -2.329, 2.248], [0.486, -1.951, 1.450], [-2.106, -2.863, 0.144], [-0.599, -3.763, 0.322], [-0.691, -2.775, -1.884], [0.380, -1.878, -1.026], [-0.957, 0.570, -3.344], [-0.785, -0.353, -4.243], [-1.749, -1.294, -4.368], [-1.684, -2.312, -5.283], [-0.567, -2.371, -6.119], [0.413, -1.421, -5.984], [0.354, -0.380, -5.029], [1.589, 0.769, -4.826], [-2.556, -1.159, -3.667], [-2.486, -3.035, -5.329], [-0.468, -3.156, -6.859], [1.299, -1.437, -6.603], [2.493, -3.695, -0.487], [3.029, -1.931, -0.501], [4.176, -1.967, 0.940], [4.660, -3.181, 1.275], [5.555, -3.210, 2.306], [6.106, -4.432, 2.721], [7.032, -4.493, 3.753], [7.432, -3.324, 4.396], [6.901, -2.103, 4.006], [5.960, -2.015, 2.968], [5.446, -0.801, 2.617], [4.543, -0.799, 1.611], [3.808, 0.826, 1.155], [5.343, 1.851, 1.187], [2.966, 1.385, 2.746], [1.958, 0.295, 3.110], [3.899, 1.647, 3.927], [2.205, 2.675, 2.412], [4.207, -1.917, -1.971], [5.455, -2.772, -1.770], [3.426, -2.406, -3.193], [4.623, -0.464, -2.205], [3.333, -4.385, -0.533], [1.793, -3.875, -1.303], [1.975, -3.871, 0.458], [5.782, -5.327, 2.203], [7.443, -5.449, 4.056], [8.156, -3.367, 5.202], [7.198, -1.182, 4.495], [5.976, 1.558, 2.024], [5.087, 2.910, 1.252], [5.887, 1.690, 0.254], [2.463, -0.617, 3.436], [1.328, 0.051, 2.251], [1.302, 0.639, 3.917], [4.521, 0.780, 4.145], [3.295, 1.892, 4.809], [4.558, 2.497, 3.733], [1.388, 2.502, 1.709], [2.868, 3.436, 1.991], [1.765, 3.087, 3.327], [5.212, -3.808, -1.531], [6.070, -2.389, -0.956], [6.051, -2.761, -2.690], [3.191, -3.470, -3.119], [4.022, -2.253, -4.097], [2.497, -1.846, -3.331], [5.101, -0.042, -1.320], [3.760, 0.148, -2.473], [5.334, -0.412, -3.037], [-2.197, 2.448, 4.296], [-2.174, 1.459, 3.292], [-2.817, 3.306, 4.012], [-1.193, 2.820, 4.529], [-2.617, 1.999, 5.197], [-1.876, 1.892, 2.458], [-5.178, 8.337, 2.703], [-3.880, 8.044, 3.012], [-3.304, 8.757, 3.794], [-3.295, 6.853, 2.358], [-2.069, 6.374, 2.829], [-1.485, 5.254, 2.279], [-2.093, 4.543, 1.224], [-1.398, 3.101, 0.553], [-3.303, 5.064, 0.728], [-3.890, 6.182, 1.287], [-5.530, 7.635, 2.145], [-1.593, 6.901, 3.646], [-0.540, 4.886, 2.661], [-3.768, 4.566, -0.111], [-4.815, 6.538, 0.838], [-3.990, 1.100, -1.732], [-5.338, -0.284, -1.569], [-6.684, -0.098, -2.993], [-4.613, -2.100, -1.658], [-6.249, -0.211, 0.174], [-4.988, 0.053, 1.653], [-4.816, 1.994, 1.487], [-3.366, 0.968, -2.617], [-3.320, 1.098, -0.870], [-4.463, 2.083, -1.778], [-6.204, -0.193, -3.968], [-7.167, 0.879, -2.947], [-7.452, -0.869, -2.911], [-4.101, -2.304, -2.596], [-5.427, -2.820, -1.545], [-3.903, -2.249, -0.846], [-6.734, -1.171, 0.361], [-7.015, 0.562, 0.246], [-5.514, 2.325, 0.720], [-3.801, 2.252, 1.196], [-5.064, 2.458, 2.438]], "gap_ev": [4.123, 6.260], "spin_multiplicity": 2, "total_energy_ha": -8038.18783, "charge": -2, "s2": 0.77, "de_lowest_kj_mol": 0.0, "homo_energy_ev": [-0.69, -2.83], "e_lumo_ev": [3.4, 3.4]}



{"formula": "C28H33AsCl2IrNO5S", "method": "ωB97M-V with the def2-TZVPD basis set", "species": ["Ir", "O", "N", "C", "C", "C", "C", "C", "S", "H", "H", "H", "H", "Cl", "C", "C", "C", "Cl", "C", "O", "C", "C", "O", "C", "H", "H", "H", "C", "C", "As", "C", "C", "C", "C", "H", "H", "H", "H", "H", "H", "H", "H", "H", "H", "H", "H", "H", "H", "H", "C", "C", "C", "C", "C", "C", "C", "C", "C", "C", "O", "O", "H", "H", "H", "H", "H", "H", "H", "H", "H", "H", "H"], "xyz": [[-0.788, 0.630, -0.218], [-1.829, 1.673, 2.906], [-2.339, 0.618, 3.430], [-2.676, 0.661, 4.749], [-3.214, -0.412, 5.407], [-3.415, -1.596, 4.706], [-3.056, -1.642, 3.379], [-2.516, -0.537, 2.712], [-2.165, -0.738, 1.014], [-2.484, 1.623, 5.198], [-3.469, -0.315, 6.452], [-3.835, -2.466, 5.191], [-3.186, -2.548, 2.803], [-2.681, 6.357, -4.365], [-2.325, 5.189, -3.129], [-2.954, 5.313, -1.876], [-2.705, 4.413, -0.881], [-3.467, 4.583, 0.656], [-1.820, 3.301, -1.066], [-1.635, 2.501, -0.092], [-1.166, 3.236, -2.335], [-0.128, 2.296, -2.596], [0.324, 1.425, -1.830], [-1.443, 4.180, -3.353], [-3.641, 6.129, -1.698], [0.362, 2.374, -3.575], [-0.937, 4.095, -4.307], [1.156, 4.092, 1.166], [0.842, 2.958, 2.136], [0.890, 1.213, 1.291], [2.555, 1.229, 0.290], [3.820, 1.404, 1.122], [0.961, -0.110, 2.708], [2.083, 0.007, 3.734], [0.937, 5.053, 1.633], [0.550, 4.024, 0.263], [2.207, 4.099, 0.872], [-0.164, 3.037, 2.548], [1.559, 2.938, 2.959], [2.434, 2.055, -0.412], [2.569, 0.315, -0.301], [3.734, 2.225, 1.836], [4.668, 1.626, 0.472], [4.064, 0.501, 1.677], [0.966, -1.074, 2.198], [-0.013, -0.010, 3.189], [3.031, -0.359, 3.345], [1.839, -0.592, 4.613], [2.233, 1.032, 4.076], [1.872, -6.453, -3.852], [1.329, -5.182, -3.256], [2.023, -3.986, -3.365], [1.541, -2.810, -2.800], [2.336, -1.536, -2.906], [0.321, -2.845, -2.131], [-0.408, -4.031, -2.011], [-1.725, -4.051, -1.283], [0.117, -5.186, -2.573], [-0.238, -1.591, -1.544], [0.314, -1.120, -0.488], [-1.225, -1.014, -2.033], [2.690, -6.247, -4.542], [1.097, -6.996, -4.395], [2.252, -7.117, -3.073], [2.965, -3.964, -3.903], [3.034, -1.586, -3.742], [2.916, -1.370, -1.995], [1.692, -0.666, -3.043], [-2.430, -3.352, -1.735], [-1.601, -3.744, -0.242], [-2.161, -5.048, -1.300], [-0.442, -6.112, -2.484]], "gap_ev": 6.894, "spin_multiplicity": 1, "total_energy_ha": -5176.40142, "charge": 0, "de_lowest_kj_mol": 184.8, "homo_energy_ev": -7.42, "e_lumo_ev": -0.5}



{"formula": "C5H10NO", "method": "ωB97M-V with the def2-TZVPD basis set", "species": ["O", "C", "C", "C", "C", "C", "N", "H", "H", "H", "H", "H", "H", "H", "H", "H", "H"], "xyz": [[2.221, 0.399, 0.197], [1.518, 1.040, 0.942], [0.260, 1.715, 0.489], [-0.860, 0.741, 0.057], [-0.436, -0.711, 0.053], [-0.933, -1.841, 0.568], [0.166, -1.056, -1.399], [1.929, 1.211, 1.946], [0.500, 2.373, -0.357], [0.006, 2.536, 1.165], [-1.735, 0.751, 0.706], [-1.221, 1.012, -0.931], [-1.433, -2.618, -0.018], [-0.805, -2.164, 1.594], [0.934, -0.424, -1.646], [-0.584, -0.945, -2.082], [0.473, -2.018, -1.285]], "gap_ev": 9.326, "spin_multiplicity": 1, "total_energy_ha": -326.15235, "charge": 1, "de_lowest_kj_mol": 339.9, "homo_energy_ev": -13.98, "e_lumo_ev": -4.7}



{"formula": "C6H18BO7Y", "method": "ωB97M-V with the def2-TZVPD basis set", "species": ["Y", "B", "H", "H", "H", "H", "O", "C", "C", "O", "H", "H", "H", "H", "O", "C", "C", "O", "H", "H", "H", "H", "O", "C", "C", "O", "H", "H", "H", "H", "O", "H", "H"], "xyz": [[0.193, -0.134, -0.395], [1.456, 1.619, 2.124], [1.412, 0.567, 2.364], [0.548, 2.053, 2.514], [2.328, 1.966, 2.656], [1.774, 1.899, 1.132], [3.568, -0.147, -1.602], [4.853, -0.698, -1.443], [5.452, -0.912, 0.053], [5.563, 0.078, 1.012], [5.558, -0.287, -2.165], [4.767, -1.717, -1.822], [6.463, -1.255, -0.163], [4.935, -1.679, 0.631], [-1.855, -1.102, -2.767], [-2.611, -0.216, -3.572], [-2.028, 1.300, -3.692], [-1.435, 1.807, -2.503], [-3.670, -0.116, -3.330], [-2.590, -0.699, -4.549], [-2.757, 2.070, -3.944], [-1.356, 1.278, -4.551], [-4.394, 0.193, 4.511], [-4.797, 0.705, 3.297], [-3.820, 0.451, 2.040], [-2.561, -0.281, 2.336], [-5.052, 1.739, 3.531], [-5.816, 0.473, 2.986], [-3.429, 1.421, 1.732], [-4.347, -0.068, 1.239], [1.095, -3.103, 0.617], [1.269, -3.939, 0.184], [1.283, -3.268, 1.541]], "gap_ev": 3.368, "spin_multiplicity": 1, "total_energy_ha": -828.35513, "charge": -4, "homo_energy_ev": 4.59, "e_lumo_ev": 8.0}



{"formula": "C14H20N2O3S", "method": "ωB97M-V with the def2-TZVPD basis set", "species": ["C", "C", "C", "C", "C", "C", "C", "C", "C", "C", "C", "C", "C", "C", "H", "H", "H", "H", "H", "H", "H", "H", "H", "H", "H", "H", "H", "H", "H", "H", "H", "H", "H", "H", "N", "N", "O", "O", "O", "S"], "xyz": [[-1.759, -0.858, -0.800], [-0.964, -0.732, -2.209], [-2.626, -1.939, -0.818], [-3.127, -2.124, 0.589], [-4.613, -1.938, 2.803], [0.823, 0.740, -1.298], [0.880, 2.256, -1.698], [2.147, 0.085, -1.185], [2.920, 0.762, -0.014], [2.950, 0.040, 1.090], [3.486, 2.048, -0.170], [4.073, 0.433, 2.034], [4.447, 2.516, 0.833], [4.910, 1.618, 1.879], [-2.807, 0.404, 0.533], [-2.902, 0.895, -1.188], [-1.041, -1.051, -0.025], [-3.543, -1.695, -1.452], [-2.297, -2.923, -1.215], [-3.382, -3.330, 0.913], [-2.241, -1.829, 1.381], [-3.846, -1.455, 3.700], [-4.606, -3.175, 2.765], [-5.853, -1.569, 3.057], [0.311, 0.060, -3.183], [0.060, 0.581, -0.424], [2.352, -0.923, -1.109], [2.635, 0.304, -2.161], [2.204, -0.777, 1.317], [3.214, 2.495, -1.134], [4.807, -0.146, 2.890], [4.959, 3.575, 0.595], [5.804, 1.852, 2.613], [-0.941, 1.964, -0.826], [-2.253, 0.538, -0.414], [-0.020, 0.202, -2.302], [-1.378, -1.348, -3.215], [1.847, 2.795, -2.187], [-0.262, 2.667, -1.276], [-4.368, -1.018, 1.313]], "gap_ev": 9.079, "spin_multiplicity": 1, "total_energy_ha": -1278.64555, "charge": 0, "de_lowest_kj_mol": 792.5, "homo_energy_ev": -8.70, "e_lumo_ev": 0.4}



{"formula": "C6H10N2", "method": "ωB97M-V with the def2-TZVPD basis set", "species": ["C", "C", "C", "C", "C", "C", "H", "H", "H", "H", "H", "H", "H", "H", "H", "H", "N", "N"], "xyz": [[2.694, 0.547, -0.048], [-0.584, -1.113, -0.124], [-1.927, -1.330, 0.085], [-2.756, -0.200, 0.039], [-2.258, 1.095, -0.041], [-0.950, 1.175, 0.106], [2.415, -1.213, -0.569], [2.216, -1.045, 1.151], [2.444, 1.269, 0.703], [3.825, 0.419, -0.290], [2.273, 1.130, -0.881], [0.153, -1.992, -0.453], [-2.386, -2.316, 0.098], [-3.836, -0.103, -0.090], [-2.922, 2.036, 0.141], [-0.462, 2.179, 0.135], [2.091, -0.676, 0.174], [-0.033, 0.137, -0.137]], "gap_ev": 8.558, "spin_multiplicity": 1, "total_energy_ha": -344.01874, "charge": 0, "de_lowest_kj_mol": 309.7, "homo_energy_ev": -7.63, "e_lumo_ev": 0.9}



{"formula": "C3H4CuO2", "method": "ωB97M-V with the def2-TZVPD basis set", "species": ["O", "C", "Cu", "O", "C", "H", "H", "C", "H", "H"], "xyz": [[-0.431, 1.173, -0.483], [0.222, 0.051, -1.074], [-0.684, -1.437, -2.596], [1.076, 0.185, -1.978], [-0.478, 0.670, 0.861], [-0.060, 1.433, 1.537], [-1.508, 0.409, 1.155], [0.411, -0.539, 0.678], [1.458, -0.417, 0.986], [-0.004, -1.525, 0.914]], "gap_ev": [6.296, 8.623], "spin_multiplicity": 2, "total_energy_ha": -1907.51958, "charge": 0, "s2": 0.76, "de_lowest_kj_mol": 169.3, "homo_energy_ev": [-6.81, -9.76], "e_lumo_ev": [-0.5, -1.1]}